Formula: C15H23F3O13PS
Source: OMol25
Level of theory: ωB97M-V/def2-TZVPD

```
56
C15H23F3O13PS, DFT ωB97M-V/def2-TZVPD
O 4.773 -2.087 -4.461
C 4.330 -1.159 -3.735
O 3.885 -1.515 -2.438
C 4.340 0.318 -4.354
P 2.881 1.404 -3.853
S 0.942 0.630 -4.361
O -0.002 1.111 -3.271
O 0.481 1.184 -5.695
C 0.815 -1.231 -4.378
F -0.519 -1.552 -4.774
F 0.970 -1.826 -3.090
F 1.682 -1.816 -5.342
H 3.691 -0.725 -1.877
H 5.289 0.838 -3.930
H 4.500 0.318 -5.500
H 3.044 2.655 -4.571
H 2.998 1.774 -2.447
C -2.814 -0.017 -1.251
C -2.940 0.660 0.096
C -2.706 2.140 0.045
O -2.245 2.417 1.363
C -1.648 1.277 1.813
O -0.974 1.209 2.802
O -1.916 0.224 0.988
H -1.802 0.090 -1.652
H -2.999 -1.090 -1.154
H -3.526 0.395 -1.969
H -3.908 0.421 0.549
H -3.617 2.699 -0.175
H -1.926 2.435 -0.665
C -5.293 -1.733 5.091
C -4.914 -1.719 3.626
C -5.109 -0.384 2.969
O -5.324 -0.745 1.608
C -5.868 -1.998 1.622
O -6.359 -2.532 0.671
O -5.778 -2.556 2.862
H -6.355 -1.511 5.225
H -5.125 -2.726 5.516
H -4.704 -1.008 5.657
H -3.889 -2.084 3.497
H -4.233 0.261 3.067
H -5.991 0.155 3.328
C 5.392 0.257 3.086
C 4.249 0.693 2.196
C 3.971 -0.258 1.070
O 3.394 0.601 0.088
C 3.913 1.846 0.311
O 3.803 2.772 -0.448
O 4.569 1.898 1.498
H 6.331 0.207 2.527
H 5.545 0.982 3.889
H 5.194 -0.720 3.533
H 3.353 0.877 2.797
H 3.276 -1.049 1.354
H 4.875 -0.710 0.648
```

- HOMO level (eV) = -12.55
- HOMO-LUMO gap (eV) = 6.55
- total charge = +1


Formula: C5H11NO
Source: OMol25
Level of theory: ωB97M-V/def2-TZVPD

```
18
C5H11NO, DFT ωB97M-V/def2-TZVPD
C -2.990 0.651 0.877
C -1.524 0.955 0.975
C -0.589 0.994 0.014
C 0.780 0.522 0.036
C 1.336 0.125 -1.139
N 2.696 0.082 -1.346
H -3.112 0.080 -0.050
H -3.244 0.038 1.741
H -3.702 1.480 0.812
H -1.139 1.259 1.952
H -0.939 1.227 -1.003
H 1.280 0.326 0.975
H 0.655 -0.058 -1.964
H 3.241 0.453 -0.583
H 3.102 0.177 -2.253
O 1.303 -3.168 0.343
H 0.689 -2.424 0.300
H 2.158 -2.719 0.314
```

- HOMO level (eV) = -7.27
- SMILES = C/C=C/C=C/N.O
- HOMO-LUMO gap (eV) = 8.13
- energy relative to the best compared isomer or geometry (same formula, charge and spin) (kcal per mole) = 64.9


Formula: C3H3BrO2
Source: OMol25
Level of theory: ωB97M-V/def2-TZVPD

```
9
C3H3BrO2, DFT ωB97M-V/def2-TZVPD
C 0.905 -1.298 -1.712
C -0.241 0.819 1.224
C -0.656 1.091 -0.119
O 1.451 -1.562 -2.722
O -1.440 0.320 0.590
Br 0.882 -2.703 -0.151
H 0.364 0.043 1.477
H -0.371 1.414 2.094
H -0.892 1.876 -0.680
```

- HOMO level (alpha / beta) (eV) = -9.65 / -8.09
- HOMO-LUMO gap (alpha / beta) (eV) = 9.95 / 5.77
- energy relative to the best compared isomer or geometry (same formula, charge and spin) (kcal per mole) = 110.2


Formula: C14H47N21O14S2
Source: OMol25
Level of theory: ωB97M-V/def2-TZVPD

```
98
C14H47N21O14S2, DFT ωB97M-V/def2-TZVPD
C 6.713 3.997 0.055
C 6.341 2.502 0.138
S 4.742 2.202 0.931
C 3.595 1.694 -0.384
O 3.672 2.598 -1.518
S 3.501 4.213 -1.252
O 3.851 4.741 -2.522
O 1.818 4.461 -1.248
N 1.393 4.762 0.098
C 0.364 4.131 0.315
O -0.471 3.448 0.764
H 7.670 4.130 0.549
H 5.999 4.629 0.569
H 6.847 4.322 -0.971
H 6.431 2.048 -0.843
H 7.076 2.015 0.764
H 2.596 1.656 0.046
H 3.796 0.707 -0.773
C 0.191 0.527 -2.561
O 1.082 -0.103 -3.121
N -1.124 0.226 -2.700
N 0.453 1.587 -1.738
H -1.868 0.727 -2.242
H -1.358 -0.550 -3.297
H 1.412 1.844 -1.606
H -0.262 2.109 -1.271
C -1.634 -3.299 -4.128
O -2.249 -2.286 -4.436
N -1.775 -4.472 -4.804
N -0.758 -3.334 -3.086
H -1.279 -5.310 -4.566
H -2.413 -4.486 -5.585
H -0.626 -2.484 -2.566
H -0.243 -4.152 -2.817
C 2.985 3.762 4.067
O 3.550 4.322 3.143
N 3.365 3.896 5.369
N 1.903 2.937 3.879
H 2.909 3.438 6.145
H 4.149 4.491 5.558
H 1.584 2.799 2.940
H 1.427 2.467 4.627
C -3.493 -4.159 -0.059
O -2.483 -4.800 0.184
N -4.696 -4.473 0.509
N -3.501 -3.091 -0.905
H -5.542 -3.968 0.332
H -4.716 -5.258 1.140
H -2.630 -2.839 -1.331
H -4.318 -2.553 -1.117
C 3.890 3.505 9.031
O 3.329 3.732 7.967
N 4.600 2.365 9.249
N 3.847 4.377 10.076
H 5.068 2.157 10.110
H 4.651 1.704 8.496
H 3.332 5.227 9.945
H 4.299 4.213 10.955
C -4.514 1.064 -0.363
O -3.629 0.437 -0.928
N -5.834 0.751 -0.506
N -4.252 2.124 0.453
H -6.575 1.250 -0.053
H -6.062 -0.020 -1.104
H -3.291 2.378 0.583
H -4.961 2.651 0.926
C -4.670 -8.334 1.337
O -4.579 -7.653 2.344
N -3.787 -8.238 0.302
N -5.675 -9.248 1.161
H -3.854 -8.780 -0.537
H -3.039 -7.570 0.395
H -6.342 -9.343 1.903
H -5.772 -9.818 0.343
C 3.076 -3.426 -5.539
O 3.975 -4.033 -6.096
N 1.759 -3.763 -5.689
N 3.300 -2.356 -4.719
H 1.011 -3.272 -5.234
H 1.544 -4.539 -6.286
H 4.252 -2.077 -4.585
H 2.569 -1.840 -4.256
C -1.163 5.345 5.923
O -2.320 5.443 5.554
N -0.741 5.786 7.147
N -0.188 4.786 5.147
H 0.207 5.713 7.466
H -1.428 6.203 7.745
H -0.458 4.451 4.243
H 0.770 4.697 5.433
C -3.390 -2.712 -8.245
O -3.624 -3.872 -7.934
N -3.454 -2.277 -9.541
N -3.046 -1.773 -7.324
H -3.265 -1.334 -9.819
H -3.703 -2.951 -10.239
H -2.995 -2.085 -6.369
H -2.841 -0.818 -7.544
```

- HOMO level (eV) = -8.73
- HOMO-LUMO gap (eV) = 8.50